The molecule CN2O3S. Source: the OMol25 dataset; level of theory: wB97M-V/def2-TZVPD.

ΔE to the lowest compared entry with this formula, charge and spin   166.4 kJ/mol
Calculated total energy   -20988.759 eV

Cartesian coordinates (Å):
C 0.788 -0.854 1.080
N 0.548 -1.838 1.619
N 1.215 0.280 0.729
O 0.818 0.824 -0.357
O -1.056 1.196 -2.074
O -1.458 -0.399 -0.259
S -0.855 0.791 -0.736